No. 1
The following is a quantum chemistry calculation of a molecular structure, C13H22BrNO5PtS, from the OMol25 dataset.

Structure (XYZ):
```
44
C13H22BrNO5PtS ωB97M-V/def2-TZVPD
C 5.8037 0.9892 0.5425
C 4.7228 0.7874 -0.5237
C 3.4526 0.2476 0.1387
C 2.9103 -1.1304 -0.1787
C 1.7645 -0.9855 -1.1939
C 0.4327 -0.9091 -0.5298
C 0.0151 -1.9746 0.4789
C -1.2597 -2.6797 -0.0191
C -2.4480 -1.7333 -0.2963
C -2.4236 -0.4731 0.5733
C -3.7507 0.2510 0.6227
O -4.5298 0.1755 -0.5707
S -5.0035 1.6273 -1.0528
O -6.3851 1.7023 -1.2998
O -4.0322 2.0660 -1.9912
O -4.6751 2.3797 0.3840
C -3.6813 1.7271 1.0489
Br -4.1091 1.7778 2.9774
O -2.3858 2.3416 1.0103
C -2.1076 3.2294 0.0942
N -1.7800 3.9343 -0.7507
H 6.7582 1.1406 0.0348
H 5.6144 1.8716 1.1553
H 5.9069 0.1240 1.1990
H 4.5360 1.7693 -0.9755
H 5.0494 0.1048 -1.3091
H 3.5964 0.3463 1.2235
H 2.5678 1.1251 -0.2401
H 2.6477 -1.6058 0.7640
H 3.6840 -1.7490 -0.6436
H 1.8864 -0.0502 -1.7409
H 1.7721 -1.7828 -1.9422
H 0.3044 0.2476 -0.0167
H -0.3347 -0.8749 -1.3108
H 0.8345 -2.6832 0.6120
H -0.1937 -1.5259 1.4533
H -1.0057 -3.2661 -0.9037
H -1.5516 -3.3942 0.7541
H -3.3762 -2.2668 -0.0852
H -2.4892 -1.4764 -1.3565
H -1.6883 0.2403 0.1814
H -2.1551 -0.7359 1.5989
H -4.3684 -0.2115 1.3898
Pt 1.4743 1.3024 0.6940
```

Calculated values
spin multiplicity	1
ΔE to the lowest compared entry with this formula, charge and spin	0.0000	eV
lowest unoccupied orbital energy	-12.53	eV
E_tot	-109663.02772	eV
HOMO level	-15.9	eV
frontier orbital gap	3.369	eV
charge	+2


No. 2
The following is a quantum chemistry calculation of a molecular structure, C13H22KN4O3S, from the OMol25 dataset.

Structure (XYZ):
```
44
C13H22KN4O3S ωB97M-V/def2-TZVPD
C 4.0212 1.7611 -0.9154
C 4.4621 0.8861 -0.0372
H 3.6043 2.6889 -0.5636
H 3.6359 1.5791 -1.9098
C 4.1660 -0.2086 0.9004
C 2.8773 -0.7247 1.3086
H 2.0600 -0.1237 1.6107
H 2.6105 -1.6778 0.9670
C 5.9026 1.2189 -0.0875
H 6.0686 2.1335 -0.7443
H 6.4347 0.4015 -0.5644
H 6.2357 1.4717 0.9146
C 5.3793 -0.9232 1.3406
H 5.9269 -0.2260 1.9725
H 5.9622 -1.1402 0.4444
H 5.1444 -1.8345 1.8920
K -3.2347 -0.7409 2.2630
O -1.5963 0.1425 0.4533
C -1.2698 -0.2239 -0.7320
O -3.1402 -2.1481 0.0964
C -2.3008 -2.4034 -0.7198
O -2.2641 -3.5135 -1.4733
N -1.1749 -1.5927 -1.0564
C -1.0043 -3.6279 -2.1787
C -0.2136 -2.3856 -1.8667
H -1.2042 -3.7102 -3.2496
H -0.5484 -4.5483 -1.8142
H 0.0834 -1.7844 -2.7247
H 0.6749 -2.6775 -1.2749
C -0.8344 0.8942 -1.6658
C -0.8472 2.1989 -1.1482
H 0.1273 0.7222 -2.0175
H -0.0968 1.9897 -0.2591
H 0.0392 2.9833 -1.5688
N -4.6520 2.2092 0.0267
N -5.5175 1.3253 0.7195
C -5.5963 1.5044 2.0853
N -6.6883 0.8741 2.6301
S -4.3562 2.1604 3.0084
H -4.0366 2.6261 0.7496
H -4.0923 1.6621 -0.6330
H -6.3691 1.1073 0.2096
H -6.9219 1.0927 3.5840
H -7.4569 0.5821 2.0285
```

Calculated values
spin multiplicity	1
lowest unoccupied orbital energy (alpha / beta)	-4.71 / -4.71	eV
E_tot	-53085.35375	eV
HOMO level (alpha / beta)	-9.6 / -9.6	eV
frontier orbital gap (alpha / beta)	4.919 / 4.873	eV
charge	+1


No. 3
The following is a quantum chemistry calculation of 6 unconnected molecules or ions with the total composition C13H22N5O2P, from the OMol25 dataset.

Structure (XYZ):
```
43
C13H22N5O2P ωB97M-V/def2-TZVPD
C 1.8812 -1.5356 -1.0187
C 0.6461 -0.6939 -0.8710
O 0.5941 0.5090 -0.9831
O -0.4150 -1.4668 -0.5802
C -1.6976 -0.8279 -0.3962
P -2.9170 -1.5365 -1.6167
H 2.6997 -0.9339 -1.3993
H 1.6700 -2.3630 -1.6942
H 2.1339 -1.9682 -0.0513
H -1.9850 -1.0034 0.6371
H -1.5936 0.2424 -0.5571
H -3.7591 -0.4079 -1.6406
H -3.7049 -2.2437 -0.6863
C 1.0026 3.0820 0.9860
C -0.0945 3.6774 1.7397
N -0.9585 4.1458 2.3313
H 1.9458 3.2813 1.4919
H 0.8519 2.0092 0.8921
H 1.0376 3.5018 -0.0173
C 4.6154 -0.8624 2.2187
C 4.6862 -2.0031 1.3132
N 4.7378 -2.8971 0.5962
H 5.4842 -0.2227 2.0758
H 3.7129 -0.2872 2.0170
H 4.5939 -1.2094 3.2500
C -1.2729 7.2052 3.3136
C -1.5415 8.5220 3.8815
N -1.7528 9.5577 4.3270
H -0.8251 7.3102 2.3275
H -0.5899 6.6519 3.9544
H -2.1942 6.6350 3.2194
C -4.8215 -1.5176 -5.7138
C -5.3965 -1.5467 -4.3742
N -5.8298 -1.5727 -3.3128
H -4.8667 -0.5071 -6.1154
H -3.7820 -1.8382 -5.6689
H -5.3740 -2.1869 -6.3704
C 2.3543 -5.4318 0.1209
C 1.8330 -6.4760 0.9957
N 1.4232 -7.2928 1.6886
H 2.8576 -4.6657 0.7066
H 3.0743 -5.8532 -0.5781
H 1.5366 -4.9793 -0.4383
```

Calculated values
structure (SMILES)	CC(=O)OCP.CC#N.CC#N.CC#N.CC#N.CC#N
spin multiplicity	1
lowest unoccupied orbital energy	-0.02	eV
E_tot	-34670.07731	eV
HOMO level	-9.9	eV
frontier orbital gap	9.891	eV


No. 4
The following is a quantum chemistry calculation of a molecular structure, C13H22O11Pd2, from the OMol25 dataset.

Structure (XYZ):
```
48
C13H22O11Pd2 ωB97M-V/def2-TZVPD
Pd -0.0568 -2.6292 3.1545
Pd 0.1366 -2.7600 0.0759
C -2.4075 -5.7960 1.3188
C -2.6867 -4.1837 1.2952
O -1.4840 -3.5517 1.6161
H -1.5760 -6.1468 0.7075
H -3.3484 -6.2812 1.0590
H -2.2891 -5.9890 2.3850
H -3.4516 -3.9174 2.0248
H -3.0317 -3.8228 0.3263
C -0.0243 1.6268 2.0129
C 0.4078 0.3086 1.2321
O -0.0928 -0.9127 1.6881
H -1.1032 1.7818 2.0255
H 0.5503 2.3952 1.4957
H 0.3564 1.5860 3.0335
H 1.4949 0.2697 1.1614
H 0.1170 0.5154 0.2022
C -3.7477 -0.8691 -3.4836
C -3.2292 0.5330 -3.2043
O -2.2212 0.3341 -2.1797
C -2.2447 -1.0091 -1.8422
O -1.4138 -1.6073 -1.1958
O -3.2505 -1.6499 -2.4409
H -3.2840 -1.3293 -4.3561
H -4.8009 -1.1095 -3.3385
H -3.9447 1.1131 -2.6215
H -2.9607 1.1962 -4.0266
C -0.1465 3.4386 -3.2705
C -0.3984 2.8060 -1.9786
O -0.2728 3.8623 -1.1021
C 0.5794 4.7940 -1.5477
O 1.0669 5.7150 -0.8663
O 0.8747 4.4349 -2.8952
H -0.9922 4.0248 -3.6299
H 0.3311 2.7857 -4.0010
H 0.2066 1.9388 -1.7139
H -1.4526 2.5390 -2.0537
C 4.6014 0.1031 1.7087
C 4.2323 1.1457 2.6863
O 5.4762 1.3761 3.2241
C 6.3008 0.3152 3.1298
O 7.3192 0.1858 3.7820
O 5.7583 -0.5213 2.1339
H 4.7456 0.6993 0.8076
H 3.8543 -0.6790 1.5737
H 3.6942 0.8709 3.5935
H 3.8082 2.0700 2.2941
```

Calculated values
spin multiplicity	5
expectation value of S²	6.0220
ΔE to the lowest compared entry with this formula, charge and spin	0.5732	eV
lowest unoccupied orbital energy (alpha / beta)	-8.48 / -10.47	eV
E_tot	-43294.16137	eV
HOMO level (alpha / beta)	-14.9 / -14.9	eV
frontier orbital gap (alpha / beta)	6.385 / 4.392	eV
charge	+2


Q: spin multiplicity of number 2 (C13H22KN4O3S)?
A: 1